# 1
Computed, not measured: a single C6H14 molecule at a distorted geometry, with ωB97M-V/def2-TZVPD.

XYZ file:
```
20
Properties=species:S:1:pos:R:3
C -2.297 -0.740 -0.682
C -1.367 -0.486 0.471
C 0.064 -0.063 -0.057
C 0.070 1.049 -1.156
C 0.941 0.290 1.108
C 2.375 0.050 0.674
H -2.552 0.069 -1.235
H -1.686 -1.504 -1.419
H -3.247 -1.186 -0.441
H -1.191 -1.201 1.208
H -1.938 0.224 1.159
H 0.485 -0.973 -0.559
H -0.508 0.646 -2.006
H 1.216 1.028 -1.454
H -0.180 2.051 -0.773
H 0.894 1.253 1.565
H 0.775 -0.311 2.045
H 3.162 0.709 1.036
H 2.674 -0.977 0.885
H 2.311 0.072 -0.370
```

Its spin multiplicity is 1. Its total energy is -6447.758 eV. The energy above the lowest of the compared OMol25 structures with the same formula, charge and spin is 1.651 eV. The HOMO-LUMO gap is 11.7 eV.

Here are the natural (NBO) charges for atoms 1 to 4, given in e:
1. C -0.586
2. C -0.406
3. C -0.201
4. C -0.616


# 2
Computed, not measured: a 2-piece molecular cluster, C6H14 overall at a distorted geometry, with ωB97M-V/def2-TZVPD.

XYZ file:
```
20
Properties=species:S:1:pos:R:3
C -0.422 2.400 0.288
C 0.587 2.488 -0.644
C 0.433 2.348 -2.130
H -0.251 2.848 1.346
H -1.502 2.125 0.245
H 1.650 2.360 -0.349
H 0.739 1.288 -2.414
H 0.889 3.014 -2.895
H -0.614 2.277 -2.412
C 0.773 -2.171 -0.121
C 0.122 -2.203 1.319
C -1.209 -1.444 1.285
H 0.535 -1.106 -0.515
H 1.853 -2.205 0.037
H 0.419 -3.130 -0.594
H -0.130 -3.166 1.680
H 0.944 -1.911 1.964
H -1.284 -0.607 0.663
H -1.502 -1.083 2.305
H -2.032 -2.121 0.942
```

Its spin multiplicity is 1. Its total energy is -6446.626 eV. The energy above the lowest of the compared OMol25 structures with the same formula, charge and spin is 2.782 eV. The HOMO-LUMO gap is 10.3 eV.

Here are the natural (NBO) charges for atoms 1 to 4, given in e:
1. C -0.423
2. C -0.178
3. C -0.673
4. H 0.202


# 3
Computed, not measured: a single C6H14 molecule, with ωB97M-V/def2-TZVPD.

XYZ file:
```
20
Properties=species:S:1:pos:R:3
C 1.424 0.814 1.241
C 0.041 0.603 0.612
C -0.214 1.658 -0.469
C -0.194 -0.847 0.131
C -1.688 -1.130 -0.042
C 0.571 -1.222 -1.141
H 1.752 -0.063 1.811
H 2.193 1.034 0.492
H 1.393 1.663 1.933
H -0.696 0.769 1.411
H 0.459 1.522 -1.324
H -0.034 2.664 -0.072
H -1.244 1.628 -0.841
H 0.170 -1.501 0.938
H -2.113 -0.546 -0.867
H -2.242 -0.875 0.869
H -1.868 -2.189 -0.259
H 1.648 -1.040 -1.047
H 0.433 -2.286 -1.367
H 0.207 -0.658 -2.008
```

Its spin multiplicity is 1. Its total energy is -6449.351 eV. The energy above the lowest of the compared OMol25 structures with the same formula, charge and spin is 0.058 eV. The HOMO-LUMO gap is 12.0 eV.

Here are the natural (NBO) charges for atoms 1 to 4, given in e:
1. C -0.607
2. C -0.211
3. C -0.614
4. C -0.209


# 4
Computed, not measured: a 2-piece molecular cluster, C6H14 overall at a distorted geometry, with ωB97M-V/def2-TZVPD.

XYZ file:
```
20
Properties=species:S:1:pos:R:3
C -1.833 -0.253 -2.146
C -1.792 0.264 -0.652
C -0.605 -0.112 0.114
C 0.564 0.644 0.351
C 1.982 0.159 0.203
C 1.963 -0.125 1.703
H -2.845 -0.426 -2.566
H -1.299 -1.185 -2.336
H -1.546 0.596 -2.789
H -2.124 1.352 -0.576
H -2.745 -0.032 -0.094
H -0.424 -0.829 0.905
H 0.594 1.700 0.622
H 2.034 -0.727 -0.451
H 2.778 0.843 0.051
H 1.440 -0.997 2.070
H 1.720 0.722 2.360
H 3.004 -0.330 2.090
H -1.437 -1.830 1.851
H -1.105 -2.313 1.354
```

Its spin multiplicity is 1. Its total energy is -6443.563 eV. The energy above the lowest of the compared OMol25 structures with the same formula, charge and spin is 5.845 eV. The HOMO-LUMO gap is 8.0 eV.

Here are the natural (NBO) charges for atoms 1 to 4, given in e:
1. C -0.606
2. C -0.459
3. C -0.362
4. C -0.037


# 5
Computed, not measured: a single C6H14 molecule at a distorted geometry, with ωB97M-V/def2-TZVPD.

XYZ file:
```
20
Properties=species:S:1:pos:R:3
C -1.987 0.428 -1.803
C -1.441 0.492 -0.337
C 0.094 0.276 -0.146
C 0.645 -1.044 -0.742
C 0.548 0.332 1.313
C 1.913 -0.057 1.723
H -2.208 1.430 -2.153
H -2.905 -0.241 -1.911
H -1.330 -0.005 -2.587
H -1.545 1.391 0.386
H -1.865 -0.458 0.230
H 0.682 1.058 -0.733
H 0.276 -1.327 -1.791
H 1.731 -0.983 -0.856
H 0.469 -1.997 -0.116
H -0.075 -0.171 2.048
H 0.266 1.416 1.505
H 1.829 -1.131 2.123
H 2.118 0.479 2.645
H 2.785 0.113 1.203
```

Its spin multiplicity is 1. Its total energy is -6447.683 eV. The energy above the lowest of the compared OMol25 structures with the same formula, charge and spin is 1.725 eV. The HOMO-LUMO gap is 11.6 eV.

Here are the natural (NBO) charges for atoms 1 to 4, given in e:
1. C -0.629
2. C -0.407
3. C -0.205
4. C -0.625


# 6
Computed, not measured: C6H14AlNO3 as an isolated structure at a distorted geometry, with ωB97M-V/def2-TZVPD.

XYZ file:
```
25
Properties=species:S:1:pos:R:3
Al 0.332 -1.353 -3.554
C -3.434 -2.393 -0.925
C -2.274 -2.135 -1.857
O -2.341 -1.145 -2.636
O -1.275 -2.881 -1.820
H -3.126 -2.726 0.066
H -4.074 -3.183 -1.323
H -4.061 -1.523 -0.740
C -0.606 0.667 0.012
C 0.921 0.662 -0.281
C 1.863 0.948 0.855
O 1.418 2.115 1.498
C 2.112 2.616 2.631
N 1.156 -0.691 -0.838
H -0.966 1.698 0.043
H -0.789 0.135 0.943
H -1.207 0.348 -0.841
H 1.219 1.389 -1.038
H 2.882 1.215 0.536
H 2.082 0.141 1.571
H 3.185 2.695 2.417
H 2.006 1.981 3.513
H 1.833 3.653 2.805
H 2.179 -0.752 -0.818
H 0.964 -1.480 -0.218
```

Its spin multiplicity is 1. The net charge is +2. Its total energy is -20654.745 eV. The energy above the lowest of the compared OMol25 structures with the same formula, charge and spin is 4.600 eV. The HOMO-LUMO gap is 2.5 eV.

Here are the natural (NBO) charges for atoms 1 to 4, given in e:
1. Al 1.338
2. C -0.648
3. C 0.744
4. O -0.451


# 7
Computed, not measured: C6H14AlO2 as an isolated structure at a distorted geometry, with ωB97M-V/def2-TZVPD.

XYZ file:
```
23
Properties=species:S:1:pos:R:3
Al 1.475 0.962 -1.461
C -2.150 -0.351 -2.494
C -1.179 -0.076 -1.359
C -0.320 -1.336 -1.147
O -0.439 1.102 -1.562
H -2.768 0.531 -2.666
H -2.820 -1.186 -2.291
H -1.593 -0.573 -3.405
H -1.791 0.013 -0.461
H 0.386 -1.150 -0.337
H 0.237 -1.692 -2.014
H -0.921 -2.143 -0.729
C 0.145 -0.125 1.299
C 1.078 1.034 1.411
C 1.983 0.800 2.649
O 1.783 1.356 0.254
H 0.761 -1.002 1.101
H -0.555 0.022 0.477
H -0.423 -0.268 2.218
H 0.451 1.907 1.591
H 1.362 0.558 3.511
H 2.625 1.658 2.846
H 2.672 -0.041 2.568
```

Its spin multiplicity is 1. The net charge is +1. Its total energy is -17131.846 eV. The energy above the lowest of the compared OMol25 structures with the same formula, charge and spin is 1.407 eV. The HOMO-LUMO gap is 5.9 eV.

Here are the natural (NBO) charges for atoms 1 to 4, given in e:
1. Al 2.093
2. C -0.624
3. C 0.055
4. C -0.693


# 8
Computed, not measured: a single C6H14BN molecule at a distorted geometry, with ωB97M-V/def2-TZVPD.

XYZ file:
```
22
Properties=species:S:1:pos:R:3
C -3.143 -0.737 -0.924
C -1.828 -0.570 -0.822
C -1.021 0.337 0.115
C -1.717 0.910 1.356
N 0.241 -0.444 0.429
B 1.564 -0.218 -0.053
C 2.886 -0.886 0.398
C 1.583 0.825 -1.205
H -3.430 -1.543 -1.606
H -3.958 -0.027 -0.919
H -1.222 -1.200 -1.428
H -0.677 1.163 -0.466
H -2.166 0.034 1.890
H -2.540 1.421 1.022
H -1.128 1.506 1.976
H 0.084 -0.930 1.347
H 3.310 -1.363 -0.495
H 2.792 -1.620 1.193
H 3.715 -0.254 0.650
H 0.689 1.396 -1.237
H 1.493 0.345 -2.164
H 2.419 1.448 -1.081
```

Its spin multiplicity is 1. Its total energy is -8615.056 eV. The energy above the lowest of the compared OMol25 structures with the same formula, charge and spin is 1.450 eV. The HOMO-LUMO gap is 10.3 eV.

Here are the natural (NBO) charges for atoms 1 to 4, given in e:
1. C -0.435
2. C -0.146
3. C -0.077
4. C -0.608


# 9
Computed, not measured: C6H14Cl as an isolated structure at a distorted geometry, with ωB97M-V/def2-TZVPD.

XYZ file:
```
21
Properties=species:S:1:pos:R:3
Cl 2.201 2.357 0.892
H -2.490 1.707 0.395
C -1.960 0.857 -0.084
C -0.603 0.709 0.620
C 0.318 -0.318 -0.018
C -0.348 -1.694 0.020
C 1.565 -0.317 0.805
C 0.576 0.059 -1.477
H -2.590 -0.030 0.035
H -1.867 1.114 -1.140
H -0.063 1.667 0.636
H -0.788 0.385 1.654
H -1.281 -1.734 -0.552
H 0.320 -2.475 -0.365
H -0.571 -1.960 1.065
H 1.948 0.723 0.801
H 1.318 -0.557 1.835
H 2.342 -0.973 0.414
H 1.044 1.051 -1.504
H 1.275 -0.643 -1.954
H -0.345 0.073 -2.078
```

Its spin multiplicity is 2. Its total energy is -18969.891 eV. Its expectation value of S² is 0.7543. The energy above the lowest of the compared OMol25 structures with the same formula, charge and spin is 0.182 eV. The HOMO-LUMO gap (spin up / spin down) is 11.1 / 7.8 eV.

Here are the natural (NBO) charges for atoms 1 to 4, given in e:
1. Cl -0.171
2. H 0.215
3. C -0.614
4. C -0.403


# 10
Computed, not measured: a 2-piece molecular cluster, C6H14Cl2OP overall at a distorted geometry, with ωB97M-V/def2-TZVPD.

XYZ file:
```
24
Properties=species:S:1:pos:R:3
C 0.321 -0.232 4.093
C 0.406 -1.611 1.981
C -1.350 0.002 -2.280
C -0.326 0.678 -4.494
C 0.931 -0.379 2.689
C -0.745 -0.336 -3.588
O 0.486 0.809 1.987
P 0.417 1.160 0.467
Cl -0.705 2.764 0.674
Cl 2.288 1.821 -0.134
H 1.063 0.190 4.747
H -0.465 0.608 4.099
H -0.133 -1.125 4.542
H 1.010 -1.860 1.147
H -0.617 -1.492 1.820
H 0.660 -2.424 2.670
H -0.458 -0.381 -1.586
H -2.148 -0.678 -1.776
H -1.458 1.044 -2.119
H -1.118 0.964 -5.174
H 0.649 0.532 -4.962
H -0.068 1.550 -3.814
H 1.983 -0.262 2.860
H -0.622 -1.344 -3.849
```

Its spin multiplicity is 1. The net charge is +1. Its total energy is -42822.229 eV. The energy above the lowest of the compared OMol25 structures with the same formula, charge and spin is 0.000 eV. The HOMO-LUMO gap is 5.9 eV.

Here are the natural (NBO) charges for atoms 1 to 4, given in e:
1. C -0.640
2. C -0.646
3. C -0.751
4. C -0.766


# 11
Computed, not measured: a 2-piece molecular cluster, C6H14ClFN2 overall at a distorted geometry, with ωB97M-V/def2-TZVPD.

XYZ file:
```
24
Properties=species:S:1:pos:R:3
C -1.196 0.966 2.456
C 0.124 1.109 1.720
F 0.277 2.428 1.339
C 0.127 0.217 0.483
C -0.379 0.885 -0.798
N -0.687 -0.102 -1.822
C 0.156 -1.287 -1.747
C 1.545 -1.046 -1.177
N 1.507 -0.282 0.152
H -1.209 0.017 2.993
H -1.351 1.803 3.130
H -2.005 0.916 1.725
H 0.953 0.844 2.386
H -0.477 -0.659 0.722
H -1.269 1.463 -0.559
H 0.394 1.572 -1.168
H -1.653 -0.441 -1.631
H -0.347 -2.052 -1.138
H 0.277 -1.748 -2.729
H 2.186 -0.475 -1.846
H 1.998 -2.014 -0.979
H 2.150 0.507 0.102
H 1.851 -0.888 0.894
Cl -2.971 -1.732 -2.509
```

Its spin multiplicity is 1. Its total energy is -24667.577 eV. The HOMO-LUMO gap is 6.1 eV.

Here are the natural (NBO) charges for atoms 1 to 4, given in e:
1. C -0.640
2. C 0.199
3. F -0.357
4. C -0.100